Density functional theory data (ωB97M-V/def2-TZVPD) for a molecular structure, C10H13N2O6V.

```
32
Properties=species:S:1:pos:R:3:forces:R:3
V 0.301143 -0.012295 -2.503640 0.1 -8.0 5.2
O 0.539214 -3.402255 -1.705762 -0.5 4.3 0.4
O 0.439282 1.884322 -0.224300 -0.1 -4.2 -3.3
O -0.402409 -1.548456 0.110765 0.1 0.6 -0.7
O 2.484166 0.356108 -4.367327 -4.0 -2.1 4.3
O -0.096827 5.052859 -5.958505 0.2 -2.9 2.3
O -2.288517 0.274373 -3.760918 2.6 -1.2 1.7
N -1.339313 -0.473896 1.867381 0.9 -0.8 -1.5
N 1.030626 -0.762271 1.699334 -0.6 -0.3 -0.9
C 0.423803 -2.250597 -1.689281 0.7 -3.4 -1.5
C -1.306027 0.030205 -3.215391 -9.3 2.4 -4.7
C -0.227407 -0.937721 1.206645 -0.2 0.8 1.7
C 1.372926 -0.152279 2.963395 0.2 0.4 0.9
C 2.150884 -1.241655 0.904736 -0.3 -0.2 0.0
C -0.029691 4.154338 -5.247802 -0.2 2.5 -2.1
C -1.389425 0.587004 2.844224 0.0 0.6 0.7
C 1.645269 0.089408 -3.571505 10.2 3.7 -9.8
C 0.405103 1.035921 -1.026614 0.1 8.3 7.3
C -2.595534 -0.791164 1.196223 -0.1 -0.4 0.0
H -2.649294 -1.870025 1.020819 -0.2 0.3 0.0
H 1.885906 -2.167208 0.392836 0.2 0.0 0.2
H -3.405487 -0.473995 1.844936 -0.1 -0.1 -0.1
H -2.670326 -0.279018 0.228714 -0.1 0.0 0.1
H -2.439984 0.872856 2.949746 0.3 0.0 0.0
H -0.825008 1.471749 2.523353 -0.2 -0.2 0.2
H 0.117330 2.216535 -3.914896 0.1 -0.2 0.2
H 2.448697 -0.495043 0.153454 0.2 0.0 -0.1
H 0.778657 -0.575377 3.784373 0.3 0.1 -0.3
H 2.989700 -1.406712 1.584473 -0.1 -0.1 -0.4
H 1.260616 0.941764 2.937632 0.1 -0.4 0.1
H -1.037255 0.247080 3.821031 -0.2 0.3 -0.2
H 2.429180 -0.374542 3.151871 -0.4 0.1 0.1
```
Forces are in eV/Å.

Computed properties:
Total charge ... +2
Energy above the lowest of the compared OMol25 structures with the same formula, charge and spin ... 76.3 kcal/mol
Calculated total energy ... -1892.84802 a.u.
LUMO energy (alpha / beta) ... -11.124 / -11.268 eV
Spin multiplicity ... 3